# 1
Entry from OMol25: a molecular structure, C32H23N6O2Sn (ωB97M-V with the def2-TZVPD basis set).

## Properties
- Relative energy (zero: lowest compared OMol25 entry of this formula, charge and spin): 0.0 kcal/mol
- HOMO level (spin up / spin down): -11.1 / -11.1 eV
- E_LUMO (spin up / spin down): -4.69 / -5.83 eV
- Total charge: +1
- HOMO-LUMO gap (spin up / spin down): 0.237 / 0.194 hartree

Last column: natural (NBO) charge in e.
Cartesian coordinates (Å):
Sn -0.6339 -1.0831 -1.0999  1.48
C 2.8343 -2.0446 -2.9130  -0.26
O 2.1795 -2.1407 -1.6463  -0.49
C 2.5621 -3.1220 -0.8060  0.33
C 3.5312 -4.0712 -1.1061  -0.30
C 3.8805 -5.0271 -0.1643  -0.12
C 3.2925 -5.0431 1.0985  -0.24
C 2.3406 -4.0990 1.4068  -0.17
C 1.9485 -3.1436 0.4603  0.08
N 0.9280 -2.2069 0.7211  -0.18
N 0.7229 -2.0477 1.9653  -0.18
C 0.0122 -1.0391 2.4896  0.12
C -0.2931 0.2156 1.7592  0.52
O -0.1759 0.3242 0.5199  -0.69
C -0.7617 1.3473 2.5183  -0.31
C -1.0574 1.2129 3.8200  -0.04
C -0.9033 -0.0398 4.5378  -0.11
C -1.2870 -0.1406 5.8694  -0.15
C -1.1389 -1.3356 6.5549  -0.17
C -0.5896 -2.4421 5.9116  -0.19
C -0.1949 -2.3557 4.5902  -0.15
C -0.3562 -1.1579 3.8830  0.00
H 3.8995 -1.8516 -2.7816  0.19
H 2.6865 -2.9505 -3.5005  0.20
H 2.3698 -1.2083 -3.4266  0.20
H 4.0237 -4.0643 -2.0668  0.23
H 4.6197 -5.7730 -0.4252  0.23
H 3.5709 -5.7928 1.8255  0.23
H 1.8540 -4.0961 2.3701  0.23
H -0.9172 2.2715 1.9786  0.24
H -1.4503 2.0616 4.3686  0.23
H -1.7068 0.7264 6.3648  0.23
H -1.4476 -1.4086 7.5892  0.23
H -0.4696 -3.3732 6.4485  0.23
H 0.2375 -3.2123 4.0938  0.23
N -6.7890 -1.7161 -1.3383  -0.36
C -5.7827 -1.9061 -0.8087  0.42
N -4.6407 -2.1760 -0.2015  -0.59
C -3.5073 -1.7188 -0.1600  0.71
N -2.3836 -1.3388 -0.0107  -0.91
N -1.2338 0.7295 -2.4165  -0.41
C -0.8325 1.9271 -2.4468  0.20
C -1.7019 2.9186 -3.1499  -0.04
C -1.1233 3.9135 -3.9346  -0.20
C -1.9360 4.7920 -4.6334  -0.21
C -3.3178 4.6828 -4.5431  -0.17
C -3.8930 3.6943 -3.7554  -0.20
C -3.0871 2.8051 -3.0637  -0.18
C 0.4557 2.3601 -1.8316  -0.03
C 0.5124 3.5684 -1.1449  -0.20
C 1.6890 3.9452 -0.5143  -0.20
C 2.8117 3.1300 -0.5864  -0.19
C 2.7616 1.9330 -1.2899  -0.19
C 1.5836 1.5486 -1.9090  -0.21
H -0.0457 3.9945 -4.0054  0.22
H -1.4898 5.5626 -5.2478  0.23
H -3.9490 5.3725 -5.0877  0.23
H -4.9693 3.6116 -3.6841  0.23
H -3.5254 2.0325 -2.4452  0.23
H -0.3642 4.2017 -1.0911  0.23
H 1.7311 4.8816 0.0265  0.23
H 3.7312 3.4342 -0.1035  0.23
H 3.6390 1.3024 -1.3568  0.22
H 1.5461 0.6247 -2.4747  0.21

Cartesian forces, eV/Å:
0.5614 -0.4093 -0.3568
-0.0694 -0.0581 0.0554
0.1029 0.0924 -0.0868
0.0049 -0.0398 -0.0911
0.0700 -0.0222 -0.0018
-0.0078 0.0298 -0.0303
-0.0132 0.0582 -0.0282
0.0456 -0.0582 0.0289
-0.4191 0.1401 0.1194
0.3062 0.0995 0.1717
-0.0257 -0.1085 0.2334
-0.1424 0.1713 -0.2832
-0.1639 -0.1117 0.3622
0.1876 0.0526 -0.2486
0.1308 -0.1409 -0.1443
-0.0419 -0.1345 0.2404
-0.0451 0.2370 -0.0655
-0.0307 0.0149 0.0958
0.0069 -0.0058 -0.0245
0.0070 0.0256 -0.0200
-0.0092 -0.0379 0.0598
0.0638 0.0527 -0.2410
0.0103 0.0018 0.0016
-0.0028 -0.0200 -0.0077
0.0046 -0.0067 -0.0065
-0.0170 -0.0320 0.0031
0.0154 0.0242 0.0142
-0.0032 -0.0065 -0.0210
-0.0098 -0.0194 -0.0089
0.0285 -0.0222 -0.0150
-0.0082 -0.0365 0.0207
0.0060 -0.0236 0.0085
0.0083 0.0086 -0.0142
-0.0009 0.0038 -0.0077
-0.0162 0.0069 -0.0025
-0.0131 -0.0080 0.0688
0.3586 0.1657 -0.0682
-0.4484 -0.4334 0.1494
0.1843 0.3193 -0.1693
-0.3593 -0.0429 0.2490
-0.1596 0.5145 0.1005
-0.1111 -0.2086 -0.0869
0.0754 -0.0248 0.0357
0.0010 0.0274 0.0245
-0.0019 -0.0125 0.0127
0.0085 -0.0007 0.0104
0.0172 -0.0098 -0.0174
-0.0304 0.0098 0.0198
-0.0030 -0.0466 -0.0821
0.0092 0.0081 0.0604
0.0149 -0.0298 -0.0168
-0.0086 0.0002 -0.0008
-0.0405 0.0379 0.0399
0.0151 -0.0272 -0.0161
-0.0123 -0.0052 0.0086
-0.0098 -0.0103 0.0002
0.0058 -0.0022 0.0069
0.0095 0.0076 0.0036
0.0044 -0.0010 -0.0168
0.0112 -0.0007 -0.0248
0.0070 -0.0147 -0.0042
-0.0109 -0.0020 -0.0001
-0.0075 0.0244 -0.0109
-0.0396 0.0401 0.0142

***

# 2
Entry from OMol25: a single C24H30N4O3 molecule (ωB97M-V with the def2-TZVPD basis set).

## Properties
- Relative energy (zero: lowest compared OMol25 entry of this formula, charge and spin): 42.6 kcal/mol
- HOMO level: -8.4 eV
- E_LUMO: 0.63 eV
- SMILES string: Cc1ccc2c(c1)N(CC(=O)NCCCN1CCCC[C@H]1C)C(=O)c1cccnc1O2
- HOMO-LUMO gap: 0.333 hartree

Last column: natural (NBO) charge in e.
Cartesian coordinates (Å):
C 0.5832 -3.2559 1.8579  -0.63
C 1.6796 -2.6630 1.0255  0.00
C 1.6198 -1.3309 0.6463  -0.25
C 2.6003 -0.7365 -0.1471  0.19
C 3.6813 -1.5292 -0.5467  0.24
C 3.7514 -2.8601 -0.1650  -0.22
C 2.7531 -3.4322 0.5988  -0.21
H 2.8168 -4.4742 0.8728  0.21
H 4.6008 -3.4347 -0.4986  0.23
O 4.7130 -1.0587 -1.3461  -0.48
C 5.4251 -0.0328 -0.7981  0.52
N 6.7185 -0.2557 -0.6701  -0.44
C 7.4832 0.6995 -0.1704  0.06
C 6.9915 1.9285 0.2376  -0.28
C 5.6376 2.1703 0.0810  -0.09
C 4.8166 1.1748 -0.4389  -0.23
C 3.4071 1.5297 -0.7463  0.70
O 3.1414 2.6484 -1.1449  -0.60
N 2.4307 0.5836 -0.5920  -0.44
C 1.0748 1.0729 -0.7295  -0.33
H 0.4316 0.2825 -1.1198  0.22
H 1.1072 1.9062 -1.4393  0.27
C 0.5542 1.6292 0.6061  0.67
O 1.2937 1.9092 1.5252  -0.63
N -0.7789 1.7907 0.6248  -0.65
H -1.3820 1.4181 -0.1028  0.43
C -1.4942 2.2991 1.7724  -0.22
H -1.8487 3.3155 1.5606  0.18
H -0.7882 2.3479 2.6057  0.24
C -2.6829 1.4017 2.1111  -0.41
H -3.1648 1.7824 3.0126  0.21
H -2.3229 0.3935 2.3209  0.20
C -3.7181 1.3622 0.9798  -0.22
N -3.2007 0.6707 -0.1973  -0.49
C -3.6579 1.2187 -1.4657  -0.21
C -5.0998 0.8447 -1.8164  -0.42
C -5.2232 -0.6750 -1.8519  -0.40
C -4.7723 -1.2514 -0.5126  -0.42
H -4.7912 -2.3418 -0.5425  0.21
H -5.4766 -0.9314 0.2599  0.20
C -3.3581 -0.7827 -0.1227  -0.04
C -2.2758 -1.4865 -0.9434  -0.62
H -1.2907 -1.1784 -0.6020  0.21
H -2.3608 -2.5624 -0.8128  0.21
H -2.3613 -1.2659 -2.0029  0.20
H -3.1933 -1.0620 0.9244  0.20
H -4.6040 -1.0724 -2.6584  0.20
H -6.2558 -0.9691 -2.0509  0.21
H -5.7792 1.2534 -1.0648  0.20
H -5.3652 1.2754 -2.7830  0.21
H -3.5430 2.3052 -1.4304  0.20
H -2.9946 0.8431 -2.2509  0.19
H -3.9597 2.3901 0.6991  0.20
H -4.6405 0.8987 1.3582  0.18
H 5.1948 3.1198 0.3419  0.24
H 7.6478 2.6792 0.6476  0.22
H 8.5344 0.4552 -0.0965  0.20
H 0.7961 -0.7325 1.0018  0.22
H 0.1850 -2.5200 2.5523  0.22
H -0.2320 -3.5921 1.2163  0.22
H 0.9455 -4.1126 2.4201  0.22

Cartesian forces, eV/Å:
-0.0234 -0.0008 -0.0763
0.0490 0.0244 -0.0760
0.1587 -0.0308 0.0085
0.3289 -0.4037 -0.0172
-0.0968 -0.1922 0.2251
0.0160 0.1908 -0.1183
-0.0116 0.1210 0.0104
0.0146 -0.1184 0.0500
0.1112 -0.0388 -0.0420
-0.4186 0.0899 -0.0641
0.3636 0.5014 0.3915
-0.3376 -0.4676 -0.2893
0.0352 0.2183 0.1046
-0.1059 0.0208 -0.0037
0.0060 -0.2081 -0.0221
0.3572 -0.2177 -0.1354
0.0595 0.0404 -0.2024
0.0610 0.0932 0.1655
-0.3621 0.1029 -0.2062
0.1484 0.2921 0.0265
0.0177 0.0407 0.0497
-0.1153 -0.1826 0.1086
-0.1196 -0.0329 -0.4670
0.3021 0.0206 0.1993
-0.1587 0.1046 -0.0700
0.2088 -0.1566 0.0123
0.0052 -0.0339 0.2820
0.0190 -0.0212 0.1158
-0.1029 0.0589 -0.1060
-0.0497 0.2566 -0.2874
-0.0137 -0.0289 0.0671
0.0017 -0.0654 0.0805
0.0437 -0.1187 0.3748
-0.0590 0.0858 -0.0958
-0.2969 0.1046 -0.1560
0.2556 -0.1105 -0.1062
-0.1264 0.1042 0.1933
0.1224 0.0870 -0.0140
-0.0258 -0.0400 0.0885
-0.0455 -0.0438 0.0240
0.0819 -0.3779 0.0426
-0.2185 0.1056 0.2281
0.1326 0.0229 0.0192
0.0235 -0.1367 -0.0435
0.0282 -0.0055 -0.1644
-0.0033 0.0418 -0.0820
-0.0108 -0.0302 -0.0972
0.0473 -0.0534 -0.0677
-0.0650 0.0584 0.0102
-0.0482 0.0699 0.0058
0.0798 -0.0462 -0.0281
-0.0191 0.0800 -0.0654
-0.0675 0.0024 -0.0061
-0.0371 0.0749 -0.0829
-0.0294 0.0650 -0.0094
0.0700 0.0510 0.0303
0.1069 0.0820 0.0517
-0.0924 0.0501 0.0450
-0.0630 0.0124 0.0915
-0.1021 -0.0511 0.0224
-0.0296 -0.0609 0.0779

***

Question: Which formula does entry 1 have?
Answer: C32H23N6O2Sn